(1)
{
  "formula": "C36H96N4O20",
  "method": "ωB97M-V/def2-TZVPD",
  "elements": ["C", "C", "O", "O", "H", "H", "H", "H", "H", "H", "C", "C", "O", "O", "H", "H", "H", "H", "H", "H", "C", "C", "O", "O", "H", "H", "H", "H", "H", "H", "C", "C", "O", "O", "H", "H", "H", "H", "H", "H", "C", "C", "O", "O", "H", "H", "H", "H", "H", "H", "C", "C", "O", "O", "H", "H", "H", "H", "H", "H", "C", "O", "C", "C", "N", "C", "C", "O", "C", "H", "H", "H", "H", "H", "H", "H", "H", "H", "H", "H", "H", "H", "H", "H", "C", "O", "C", "C", "N", "C", "C", "O", "C", "H", "H", "H", "H", "H", "H", "H", "H", "H", "H", "H", "H", "H", "H", "H", "C", "O", "C", "C", "N", "C", "C", "O", "C", "H", "H", "H", "H", "H", "H", "H", "H", "H", "H", "H", "H", "H", "H", "H", "C", "O", "C", "C", "N", "C", "C", "O", "C", "H", "H", "H", "H", "H", "H", "H", "H", "H", "H", "H", "H", "H", "H", "H"],
  "coordinates": [[-4.065269, 2.969768, 1.436635], [-3.629359, 1.557798, 0.961145], [-4.621339, 0.574248, 1.361985], [-4.107169, 3.012228, 2.851665], [-5.036469, 3.324068, 1.091195], [-3.378279, 3.705918, 1.019235], [-2.657059, 1.170658, 1.265855], [-3.687299, 1.552358, -0.127305], [-5.447059, 0.867928, 0.970145], [-4.302419, 2.117488, 3.139625], [0.499211, -6.526212, -2.723405], [-0.918909, -6.479192, -3.297525], [-1.303299, -7.287842, -4.424655], [0.871341, -7.769502, -2.086715], [0.639381, -5.780922, -1.940475], [1.150121, -6.432302, -3.592665], [-1.149709, -5.476782, -3.658065], [-1.543939, -6.632842, -2.417845], [-1.102439, -8.212522, -4.262715], [1.792731, -7.780072, -1.817385], [1.702561, -0.812432, -3.922085], [1.225481, -2.196932, -3.454205], [1.607121, -2.390292, -2.117865], [0.990361, 0.167118, -3.229985], [1.493451, -0.622732, -4.974885], [2.767681, -0.666692, -3.742155], [1.620571, -3.077032, -3.961575], [0.142091, -2.257722, -3.557535], [0.865561, -2.080902, -1.592545], [1.234211, 0.126768, -2.302345], [2.402301, -4.467602, 0.474155], [3.074991, -4.817632, 1.853745], [3.923801, -5.939532, 1.696255], [3.262521, -4.033582, -0.548545], [1.658121, -3.705102, 0.704155], [1.816621, -5.308052, 0.101705], [2.242861, -5.131252, 2.484075], [3.698901, -4.029482, 2.275225], [4.228481, -6.256072, 2.549815], [2.722461, -3.545612, -1.174505], [3.455631, 6.063958, 3.445095], [3.217641, 5.345358, 2.084755], [4.306341, 5.507418, 1.228525], [4.283711, 5.233388, 4.201985], [2.614231, 6.243548, 4.114345], [3.843441, 7.080098, 3.373325], [2.370381, 5.829008, 1.598625], [3.004041, 4.296638, 2.291285], [4.131661, 5.017158, 0.421845], [5.116541, 5.127808, 3.736315], [-3.833749, -2.910332, 2.586395], [-5.314509, -3.389972, 2.764825], [-5.987409, -3.061992, 1.589635], [-3.674249, -1.553272, 3.019455], [-3.515199, -3.017832, 1.549545], [-3.191499, -3.540612, 3.201505], [-5.715359, -3.086382, 3.731905], [-5.264709, -4.478722, 2.779965], [-6.380449, -2.192902, 1.698345], [-3.982949, -1.061912, 2.254685], [4.509711, 1.274558, 1.009615], [3.967251, 0.879848, -0.283975], [3.423971, -0.425702, -0.355055], [2.088351, -0.543472, 0.378265], [0.969541, 0.009698, -0.441295], [-0.325929, -0.285292, 0.264475], [-0.675399, -1.735472, 0.460825], [-0.697299, -2.440762, -0.784475], [-1.300549, -3.773962, -0.737815], [3.731291, 1.381828, 1.765045], [4.938351, 2.272138, 0.913705], [5.270241, 0.556608, 1.316575], [4.129441, -1.128742, 0.087835], [3.372201, -0.688512, -1.411635], [2.197681, -0.117292, 1.375515], [1.937331, -1.622862, 0.392995], [1.001731, 1.007198, -0.286225], [-1.218639, 0.009878, -0.286925], [-0.382529, 0.262988, 1.204835], [-1.652769, -1.718712, 0.943065], [0.003741, -2.127802, 1.217755], [-1.200789, -4.302032, -1.686125], [-2.353199, -3.671102, -0.474305], [-0.775119, -4.427172, -0.041145], [0.087061, 3.030758, 1.416045], [1.006031, 2.729418, 0.327435], [0.794501, 3.520048, -0.837875], [2.027311, 3.251528, -1.723355], [3.253291, 3.699378, -1.020065], [4.352651, 3.509138, -2.024685], [5.634531, 4.133098, -1.659195], [6.626451, 3.660878, -2.544605], [7.836141, 4.365278, -2.473395], [-0.724179, 2.303188, 1.391075], [-0.353109, 4.027928, 1.414885], [0.593821, 3.017418, 2.380995], [0.672541, 4.588238, -0.658445], [-0.104209, 3.324648, -1.422885], [1.887361, 3.755748, -2.679525], [2.153331, 2.189558, -1.934155], [3.335631, 2.988148, -0.307695], [4.087331, 3.832358, -3.031285], [4.538011, 2.443608, -2.160315], [5.971901, 3.774818, -0.686615], [5.568211, 5.220298, -1.700445], [8.203441, 4.445658, -1.450295], [7.824201, 5.331758, -2.977235], [8.703071, 3.956908, -2.992775], [-6.032579, -2.867682, -1.898085], [-5.336229, -2.013912, -2.818605], [-4.155509, -1.363912, -2.327975], [-3.394479, -0.775152, -3.537345], [-4.308399, -0.079362, -4.541055], [-3.773939, -0.026542, -5.881435], [-4.527649, 1.113538, -6.613715], [-5.719119, 0.652608, -7.171895], [-6.246559, 1.566738, -8.075815], [-7.072579, -2.814252, -2.220035], [-5.944149, -2.608342, -0.843085], [-5.743119, -3.911012, -2.023655], [-3.527599, -2.070002, -1.784595], [-4.384089, -0.595912, -1.589045], [-3.004129, -1.613172, -4.114785], [-2.565019, -0.097742, -3.334335], [-5.232889, -0.475382, -4.448365], [-3.863059, -0.974142, -6.412675], [-2.727229, 0.269078, -5.810005], [-3.926089, 1.487298, -7.442285], [-4.695219, 2.002858, -6.006155], [-6.455099, 2.514718, -7.579905], [-7.105379, 0.995218, -8.427775], [-5.577859, 1.706338, -8.925205], [1.875371, -3.075382, 5.385905], [0.876451, -2.307052, 4.684425], [1.076791, -0.923382, 4.647585], [-0.282839, -0.145722, 4.638545], [0.042491, 1.310878, 4.582825], [-1.191789, 2.141248, 4.741295], [-0.669409, 3.613218, 4.934435], [0.119001, 3.565708, 6.078085], [1.074801, 4.623738, 6.110475], [1.678821, -4.144952, 5.460005], [1.834481, -2.718772, 6.415115], [2.802191, -2.890802, 4.842735], [1.559461, -0.653892, 3.708165], [1.623721, -0.578192, 5.524975], [-0.757709, -0.321202, 5.603835], [-0.749689, -0.588442, 3.758685], [0.785171, 1.612558, 5.197245], [-1.713969, 1.849288, 5.652435], [-1.884149, 2.093408, 3.900785], [-1.551289, 4.212628, 5.160505], [-0.220319, 4.046998, 4.040985], [1.414731, 4.698608, 7.143395], [0.498441, 5.526388, 5.907665], [1.976731, 4.405598, 5.538615]],
  "forces_ev_per_angstrom": [[0.7591, -0.7721, 0.4012], [-1.9386, 0.3578, -1.0370], [0.5450, 0.2617, 0.3999], [0.4861, 0.3597, 0.0053], [-0.3173, -0.6685, -0.5694], [0.4110, 0.0608, 0.3965], [-0.1224, 0.4399, 0.3795], [0.5541, 0.1910, -0.2577], [-0.2158, -0.1103, -0.0243], [-0.1733, -0.1770, 0.1915], [1.0331, -1.0215, -0.8512], [-0.4422, -0.3183, 0.6174], [0.7453, 0.3433, 0.7855], [-1.3995, -0.3949, -0.3067], [-0.1587, 0.6704, -0.5566], [0.4433, 0.6589, 0.1510], [0.4062, 0.1803, 0.1807], [-0.6896, -0.3818, -0.0965], [0.0968, -0.1140, 0.2322], [0.0378, 0.4096, -0.1775], [-0.2956, -0.5045, -0.2731], [0.4518, -0.1585, -0.6874], [0.3649, -0.1452, 0.4018], [-0.4727, 0.7189, -0.4671], [0.1054, -0.3352, -0.1548], [0.2894, -0.3599, -0.1184], [0.2969, 0.3476, -0.6704], [-0.2195, 0.1900, 0.0372], [-0.3007, -0.0149, 0.4841], [-0.1953, -0.1916, 0.8267], [0.3029, 0.0476, 0.9260], [-0.2101, -0.6260, -1.5664], [0.2536, -0.5659, -0.5790], [0.6700, -0.2146, 0.7903], [-0.1253, 0.3301, 0.1583], [0.0452, -0.5724, 0.3362], [-0.1532, 0.5264, 0.3777], [-0.5484, 0.5719, -0.0526], [-0.0595, 0.1300, 0.0660], [-0.2340, 0.3684, -0.5058], [0.0117, -0.3914, -0.5052], [-1.2614, 1.5673, 0.6417], [1.2550, 0.1714, 0.5783], [0.9309, -0.3429, 0.9443], [-0.7539, -0.5422, -0.6403], [0.5112, 0.0456, -0.6892], [-0.5792, -0.2048, 0.0241], [-0.1182, -0.1235, 0.0627], [-0.3775, -0.1922, -0.4620], [0.1411, -0.0202, -0.0797], [-0.7309, -0.1324, 1.5860], [2.7793, -0.9209, -0.5244], [-1.3840, 0.6174, -0.2142], [0.1192, -0.7078, -0.5478], [-0.2294, -0.1525, -0.1262], [0.1615, 0.1064, 0.1232], [-0.2884, 0.4909, -0.2518], [-0.1430, -0.1769, 0.0627], [-0.1103, 0.1154, -0.1009], [-0.1581, 0.8125, 0.0684], [-0.5977, -0.3957, -1.0410], [0.5239, 1.0109, 0.7417], [0.2097, 0.3488, 0.6522], [0.1795, -0.5984, -1.9099], [-0.7342, -0.4566, 1.8594], [-0.1978, -0.1611, -1.2476], [0.1805, -0.2219, 0.7665], [-0.3865, -0.6254, 0.3850], [0.6002, 0.8320, 0.3368], [-0.1489, -0.3067, 0.1261], [0.2070, -0.1319, -0.2913], [0.0359, 0.0163, 0.1478], [0.1212, -0.2065, 0.1953], [-0.3403, 0.1130, 0.0787], [-0.3472, -0.0654, 0.2036], [-0.1105, -0.0057, 0.6033], [0.3906, 0.4434, -0.4002], [0.4265, 0.9613, -0.7602], [0.1085, -0.3441, 0.4474], [-0.3236, -0.2822, -0.0690], [0.2006, -0.8736, -0.2006], [-0.0246, 0.7341, -0.2742], [-0.0230, -0.1403, 0.0686], [-0.0399, 0.2026, 0.4658], [0.3433, -0.1345, -0.1998], [-1.2686, 1.4175, 1.0011], [1.0285, -0.1853, -1.1492], [-0.4997, 0.6395, 0.9096], [0.1543, 0.5077, -1.8372], [-0.8168, -1.2235, 0.1139], [1.2846, 0.1662, 0.5021], [0.5000, -0.2786, -1.2072], [0.8337, 0.5238, 0.0815], [-0.0145, 0.0408, 0.2123], [0.0698, 0.2240, -0.7817], [0.2761, -0.6966, -0.2306], [0.5650, 0.1762, 0.6692], [-0.3775, -0.9507, 0.2038], [0.1738, 0.1817, 0.0712], [-0.4101, -0.1877, -0.1296], [0.4597, -0.1152, 0.1094], [-0.4807, 0.4507, 0.1889], [0.0415, -0.2826, 0.1077], [-0.2745, 0.4555, 0.6432], [0.0742, 0.2208, 0.2426], [-0.2600, 0.3604, 0.3070], [-0.6840, 0.5561, 0.4262], [-0.5496, -1.2546, -0.2799], [-0.1288, 0.2011, -0.7930], [0.4828, 0.2197, 0.6384], [0.0117, 0.1503, -0.5319], [-1.4712, -0.2681, -1.8751], [0.7209, -0.1867, 2.5136], [-1.1068, 1.4571, 0.4356], [1.1591, -0.4987, -0.7530], [0.2013, -0.6741, 0.7941], [-0.4608, -0.9822, -0.2189], [-0.0902, 0.0495, 0.2718], [0.1464, 0.2828, -0.0729], [0.3714, -0.0642, 0.0226], [0.2817, -0.2395, -0.1763], [-0.4543, 0.3230, 0.0187], [0.4851, -0.4383, 0.2953], [-0.0706, -0.1011, 0.5591], [0.0270, -0.1652, -0.4298], [0.0643, -0.0614, -0.3519], [0.0992, -0.1004, -0.0524], [0.5183, -0.0714, -0.3099], [-0.0501, -0.1694, 0.6432], [-0.3634, 0.1794, -0.2074], [-0.4933, 0.8945, -0.2489], [0.2279, 0.2637, -0.1145], [-0.5820, 1.4129, -0.2532], [-0.7424, -1.5011, 0.0663], [-0.7745, 0.7244, 0.2051], [2.6777, 0.2139, 0.8158], [-1.9880, -0.8943, -1.8870], [2.4679, 0.9913, 0.2270], [-2.2775, -1.5014, 0.1283], [1.4046, 0.1231, 0.0773], [-0.6551, -0.3874, 1.2947], [-0.5037, 0.1327, -0.6744], [0.7663, 0.1156, 0.1516], [0.4670, -0.2032, 0.5753], [0.5654, 0.1613, 0.0587], [0.4807, 0.0012, -0.0072], [-0.6672, -0.5772, -0.2654], [-0.9124, 0.6976, 0.1415], [-0.3398, -0.2251, 0.3832], [-0.2811, 0.0670, 0.1515], [0.2566, -0.2128, -0.1584], [-0.2296, 0.3822, -0.1303], [0.5123, -0.2537, 0.0520], [-0.0569, 0.0005, 0.1003], [0.6831, 0.4395, -0.4841], [-0.2594, 0.2980, -0.6273]],
  "orbital_gap_ev": 8.46,
  "relative_energy_kcal_mol": 58.4,
  "smiles": "COCCNCCOC.COCCNCCOC.COCCNCCOC.COCCNCCOC.OCCO.OCCO.OCCO.OCCO.OCCO.OCCO",
  "e_tot_ev": -85788.3603,
  "charge": 0,
  "e_homo_ev": -8.3
}

=====

(2)
{
  "formula": "C8H19N2O3",
  "method": "ωB97M-V/def2-TZVPD",
  "elements": ["C", "C", "O", "N", "C", "C", "O", "C", "C", "C", "C", "N", "H", "H", "H", "H", "H", "H", "H", "H", "H", "H", "H", "H", "H", "H", "H", "H", "H", "O", "H", "H"],
  "coordinates": [[1.564306, -1.336844, -2.661807], [0.238263, -1.139289, -1.944529], [-0.247302, -2.112497, -1.372354], [-0.307027, 0.130825, -1.884203], [0.231152, 1.077972, -2.850169], [-0.261107, 0.795779, -0.461938], [-0.892775, 2.076784, -0.680657], [-1.123329, 0.012928, 0.534605], [-0.451332, -0.196431, 1.907271], [0.867442, -0.967395, 1.822828], [1.872343, -0.649680, 2.934541], [1.249365, -0.468887, 4.265950], [2.339330, -0.823201, -2.078065], [1.776741, -2.408458, -2.689387], [1.590929, -0.944425, -3.680713], [0.490267, 0.586473, -3.791477], [-0.523034, 1.834786, -3.078605], [1.112444, 1.602551, -2.445702], [-1.818930, 1.911878, -0.939025], [-1.448920, -0.950322, 0.143647], [-2.036614, 0.608829, 0.718658], [-0.288658, 0.798225, 2.350606], [-1.141260, -0.740970, 2.565916], [0.666470, -2.047045, 1.822457], [1.334809, -0.717127, 0.864727], [2.445745, 0.240469, 2.637590], [2.576805, -1.482954, 3.031396], [1.900525, -0.743722, 4.990142], [1.032899, 0.506343, 4.427772], [-3.962575, 1.803716, -1.294644], [-4.172586, 1.688980, -2.226139], [-4.739901, 2.202891, -0.894096]],
  "forces_ev_per_angstrom": [[0.0742, -0.2432, -0.2617], [-0.4303, 0.0188, 0.0122], [0.1252, 0.2303, 0.0118], [0.5405, -0.4002, 0.1151], [0.0007, 0.2131, -0.1510], [-0.2772, 0.1716, -0.0660], [0.0536, -0.1458, 0.0137], [-0.0675, 0.1650, 0.0599], [-0.0128, 0.1233, -0.1624], [0.0270, -0.1446, 0.0961], [-0.1372, 0.0838, 0.0018], [0.1172, -0.1536, -0.0066], [-0.0893, 0.0405, -0.0621], [0.0004, 0.1678, 0.0636], [0.0638, -0.0929, 0.1838], [-0.1365, 0.0836, 0.1207], [0.1281, -0.0685, 0.1216], [-0.0533, -0.0625, -0.0302], [0.0232, 0.0731, 0.1802], [0.1340, -0.0817, -0.0655], [0.0115, -0.1560, -0.0386], [0.0687, -0.1545, -0.0510], [0.0727, 0.2049, 0.0331], [-0.0703, 0.1289, -0.0581], [-0.0325, -0.0469, 0.0704], [-0.0198, -0.0877, 0.0752], [0.0338, 0.1107, -0.1016], [0.0214, 0.0756, -0.0007], [-0.1158, -0.0384, -0.0656], [-0.0562, 0.0029, -0.0157], [0.0131, -0.0361, -0.0128], [-0.0103, 0.0185, -0.0095]],
  "orbital_gap_ev": 4.44,
  "e_tot_ev": -17725.1462,
  "charge": -1,
  "e_homo_ev": -1.5
}

=====

(3)
{
  "formula": "C9H15NOP",
  "method": "ωB97M-V/def2-TZVPD",
  "elements": ["C", "C", "O", "C", "C", "C", "C", "C", "N", "P", "C", "C", "H", "H", "H", "H", "H", "H", "H", "H", "H", "H", "H", "H", "H", "H", "H"],
  "coordinates": [[3.534228, -0.172801, 0.590197], [2.102647, -0.836756, 0.375557], [1.386181, -0.303910, -0.777381], [0.492491, 0.674492, -0.430881], [1.042077, 1.971803, 0.025083], [0.130952, 3.074279, 0.391522], [-1.313829, 2.811615, 0.258440], [-1.756994, 1.509019, -0.218519], [-0.872939, 0.469966, -0.544520], [-1.604459, -1.046994, -1.139559], [-0.645359, -2.557897, -0.593493], [-3.325021, -1.282157, -0.367690], [4.367836, -0.885927, 0.331593], [3.698029, 0.103985, 1.671825], [3.652057, 0.711521, -0.085722], [2.304866, -1.927451, 0.170030], [1.492359, -0.822690, 1.322807], [2.137431, 2.158697, 0.088799], [0.524335, 4.056068, 0.737056], [-2.087951, 3.583177, 0.509767], [-2.864288, 1.380805, -0.332105], [-1.374918, -3.422364, -0.610170], [-0.301823, -2.438132, 0.467706], [0.177233, -2.840588, -1.304176], [-3.632867, -2.362414, -0.436135], [-4.058438, -0.578882, -0.832089], [-3.203836, -1.026464, 0.732059]],
  "forces_ev_per_angstrom": [[-0.0711, -0.1841, 0.0700], [1.8409, -1.2161, 0.9757], [-1.8192, 0.5317, 0.9077], [1.2445, 2.3499, 0.6481], [-2.8396, 0.7751, 0.0947], [-0.6396, -2.9534, -1.0405], [1.2847, -1.7773, -0.6516], [1.0487, 2.4335, 0.8318], [0.4869, 1.4759, 1.9835], [-0.9517, -2.0587, -2.8553], [-0.1444, -0.1616, 0.9402], [1.0512, 0.8424, 1.6836], [-1.0317, 0.6459, 0.1367], [-0.3009, -0.0572, -1.2229], [-0.0431, -0.7120, 0.7505], [-0.5768, 1.1712, -0.1069], [0.3552, 0.3632, -1.1301], [-1.1307, -0.5479, -0.1740], [-0.3842, -0.9670, -0.3359], [0.9420, -0.9452, -0.3399], [1.4150, -0.3893, -0.0026], [0.5628, 1.0975, 0.0096], [-0.0256, -0.4009, -0.9552], [-0.7289, 0.7081, 0.7968], [0.4333, 1.1822, -0.2406], [0.6044, -0.8374, 0.2798], [-0.5820, -0.3687, -1.0533]],
  "orbital_gap_ev": 7.74,
  "relative_energy_kcal_mol": 27.0,
  "smiles": "CCOc1cccc[n+]1P(C)C",
  "e_tot_ev": -22394.1981,
  "charge": 1,
  "e_homo_ev": -12.1
}